Below is 9 unconnected molecules or ions with the total composition C11H47B2N2O14PSi in a non-equilibrium geometry, with properties calculated with the ωB97M-V functional and the def2-TZVPD basis.

```
78
Properties=species:S:1:pos:R:3:mulliken_charge:R:1
P 1.757 0.376 2.500 -0.062
Si -0.247 1.295 2.102 0.469
O -5.830 -4.233 0.193 -0.541
O -4.650 -0.911 0.829 -0.457
O 3.973 -3.894 3.294 -0.519
O 0.029 0.078 -0.542 -0.425
O -2.917 3.492 -5.394 -0.474
O -1.466 0.854 3.267 -0.546
O 3.126 -1.617 -1.094 -0.351
O -0.058 3.441 -2.175 -0.313
O 1.764 -0.100 4.211 -0.500
O -1.805 1.869 -0.461 -0.732
O -1.019 4.118 1.912 -0.615
O 5.637 1.360 -3.804 -0.494
O 2.631 2.557 -0.131 -0.472
O -1.798 -2.849 2.469 -0.551
N 1.349 3.793 2.954 -0.748
N 1.993 -1.093 1.517 -0.021
C -0.033 3.542 -3.587 -0.616
C -4.626 -0.811 -0.583 -0.551
C -1.589 -2.323 4.911 -1.168
C 4.827 2.175 -4.630 -0.503
C 2.905 1.637 -1.172 -0.067
C 5.164 -3.633 2.575 -0.445
C -5.078 -4.720 1.289 -0.402
C -2.128 -0.422 3.000 0.353
C -1.269 -1.768 3.366 0.933
C -3.814 2.397 -5.388 -0.492
C 2.551 -2.765 -1.690 -0.665
B -0.729 1.109 0.244 1.286
B 0.066 3.224 2.364 -0.023
H 4.189 2.807 -4.007 0.170
H 4.201 1.535 -5.256 0.202
H -1.492 1.913 -1.422 0.230
H -5.399 -4.217 2.205 0.227
H -4.467 -1.805 -1.007 0.288
H -1.327 -1.425 5.619 0.276
H -2.726 -2.618 4.903 0.313
H -3.809 -0.152 -0.889 0.100
H 3.263 -3.388 2.864 0.297
H 2.166 3.311 -0.531 0.282
H -2.555 -0.565 1.920 -0.395
H 0.125 2.547 -4.011 0.215
H -3.461 1.652 -4.672 0.160
H -5.659 -3.278 0.131 0.283
H 5.985 -4.188 3.034 0.256
H -4.792 -0.014 1.177 0.265
H 2.716 -0.366 4.467 0.310
H -5.249 -5.795 1.387 0.279
H -3.256 4.136 -6.039 0.285
H -1.765 -2.555 1.512 0.272
H 2.818 -2.800 -2.749 0.283
H 5.462 2.796 -5.267 0.299
H -0.987 3.939 -3.941 0.234
H -0.947 -3.289 5.086 0.326
H -0.124 -1.713 3.145 -0.367
H 3.537 2.115 -1.924 0.183
H 1.464 -2.710 -1.592 0.190
H 1.967 1.307 -1.625 0.112
H -5.580 -0.413 -0.938 0.352
H 2.915 -3.662 -1.182 0.262
H 1.432 3.524 3.961 0.307
H -0.309 -0.836 -0.232 0.165
H -4.016 -4.537 1.113 0.145
H 1.078 -1.548 1.299 0.077
H 0.784 4.200 -3.892 0.300
H 3.429 0.774 -0.754 -0.023
H 5.385 -2.563 2.611 0.217
H -3.853 1.951 -6.385 0.272
H -0.200 4.338 -1.827 0.219
H -4.808 2.741 -5.093 0.263
H 6.181 1.955 -3.260 0.298
H 2.129 3.372 2.395 0.282
H 2.498 -0.811 0.629 0.125
H -3.083 -0.448 3.719 0.207
H -1.708 4.257 2.632 0.276
H 4.090 -1.694 -1.197 0.218
H 5.043 -3.956 1.538 0.172
```

## Properties
multiplicity: 1
charge: 0
orbital gap: 7.576 eV